Entry from the Open Molecules 2025 dataset: a single C4H8O2 molecule (ωB97M-V with the def2-TZVPD basis set).

Geometry (Å):
C  0.448  -0.461  1.810
C  0.214  -0.171  0.348
C  1.120  0.541  -0.479
O  -0.835  1.129  -1.404
C  -1.260  -0.108  -1.475
O  -0.657  -0.961  -0.301
H  1.021  0.337  2.291
H  -0.513  -0.573  2.315
H  1.003  -1.398  1.925
H  -0.268  0.939  0.183
H  1.717  1.334  -0.032
H  1.292  0.325  -1.525
H  -2.337  -0.241  -1.298
H  -0.945  -0.691  -2.360

For the gap between HOMO and LUMO, the calculation gives 8.677 eV. Its HOMO energy is -0.3268 Eh. The energy above the lowest of the compared OMol25 structures with the same formula, charge and spin is 112.38 kcal per mole. For the LUMO energy, the calculation gives -0.215 eV.